No. 1
Molecular formula: C3H12O4
Method: DFT, the ωB97M-V functional and the def2-TZVPD basis

Geometry as XYZ:
```
19
Properties=species:S:1:pos:R:3:forces:R:3
O 1.49314 -0.08376 0.44448 -3.3 0.8 -4.2
C 0.71233 0.16182 -0.56623 3.8 -0.8 5.8
C -0.71362 0.39275 -0.39263 -2.0 0.0 0.8
C -1.34610 0.12369 1.00123 1.7 2.3 0.1
H 1.21463 0.30009 -1.49855 0.1 0.0 -1.1
H -1.33123 -0.16105 -1.11438 0.4 0.1 -0.2
H -0.93600 1.44210 -0.59075 0.2 0.1 -0.5
H -0.91609 0.78198 1.79619 0.2 -0.4 -0.7
H -1.14282 -0.85128 1.32538 -0.3 -1.6 0.4
H -2.36189 0.46258 0.99034 -0.8 -0.6 -0.2
H 0.84332 -2.26847 -1.03883 0.5 3.5 -0.1
H 0.40936 -3.47701 -1.56237 -0.1 -1.0 0.0
O 0.85158 -3.14128 -0.78069 -0.4 -2.7 0.2
H 5.42051 0.66115 1.95261 -1.7 -2.6 0.0
H 4.09417 -0.05293 2.44538 -0.5 0.2 0.2
O 4.87659 -0.22055 1.92973 2.2 2.3 -0.3
H -3.62272 2.11623 -2.16497 0.8 0.0 -0.6
H -4.22163 1.95647 -0.88818 1.1 -0.3 0.4
O -3.32352 1.85747 -1.28777 -2.0 0.4 0.2
```
Positions in Å, forces in eV/Å.

Properties
max |F|	7.00	eV/Å
HOMO-LUMO gap	10.245	eV
LUMO energy	0.34	eV
highest occupied orbital energy	-9.90	eV

Here are the natural (NBO) charges for atoms 1 to 5, given in e: -0.536, 0.380, -0.529, -0.596, 0.141

=====

No. 2
Molecular formula: C7H12ClNO2Si
Method: DFT, the ωB97M-V functional and the def2-TZVPD basis

Geometry as XYZ:
```
24
Properties=species:S:1:pos:R:3:forces:R:3
C 0.08949 2.37251 -0.54936 1.1 2.3 -2.3
C -0.52117 1.36756 -0.30667 -0.2 -0.6 0.8
C 4.03043 -1.42837 -0.64950 1.1 -0.4 -0.7
C 2.98927 0.66827 -0.14813 0.4 -0.3 -0.7
C -2.36761 -0.70828 -1.59908 1.1 -0.7 3.2
C -3.10841 0.51591 0.99678 1.5 2.4 0.0
C -0.52926 -1.43901 1.00660 -1.1 -0.6 -2.9
N 3.61117 -0.33841 -0.91275 -0.8 0.8 -0.3
O 4.58581 -2.44600 -0.64943 -0.3 -0.6 0.5
O 2.31707 0.07608 0.88770 -2.3 3.1 1.0
Si -1.55267 -0.10271 0.09066 -1.3 -1.2 -0.8
Cl 4.27746 1.77975 0.42411 0.5 0.5 0.5
H 0.54107 3.21640 -1.16869 -0.7 -1.5 1.7
H -2.62550 -1.75024 -1.24246 -0.2 1.0 -0.9
H -3.22816 -0.03861 -1.65688 0.2 -0.4 -0.7
H -1.59038 -0.72024 -2.34236 -0.3 0.1 -0.7
H -3.47654 1.47107 0.40445 0.3 -2.1 1.3
H -3.83424 -0.18576 1.32868 -1.0 -0.8 -0.8
H -2.78591 0.83482 1.99945 0.2 0.6 -0.2
H 0.07649 -1.08425 1.73158 2.2 1.7 2.2
H -1.08074 -2.15128 1.54746 -1.6 -0.9 0.6
H 0.10749 -2.09540 0.39107 -0.1 0.6 -0.3
H 2.39263 1.33336 -0.78480 -0.1 -0.6 0.2
H 1.68222 0.85281 1.20155 1.6 -2.5 -0.6
```
Positions in Å, forces in eV/Å.

Properties
max |F|	3.95	eV/Å
HOMO-LUMO gap	10.596	eV
LUMO energy	0.52	eV
highest occupied orbital energy	-10.07	eV

Here are the natural (NBO) charges for atoms 1 to 5, given in e: -0.249, -0.479, 0.891, 0.258, -1.042

=====

No. 3
Molecular formula: C31H48InO2P2
Method: DFT, the ωB97M-V functional and the def2-TZVPD basis

Geometry as XYZ:
```
84
Properties=species:S:1:pos:R:3:forces:R:3
In -3.00348 0.34605 -1.54842 -0.3 0.6 0.6
C 1.18806 0.43333 3.97361 0.1 -0.1 0.0
C 2.16393 0.91167 3.06155 0.3 -0.3 0.5
C 0.27179 2.18780 2.79454 0.0 0.0 -0.2
C 0.04609 1.26898 3.84684 -0.3 0.1 -0.1
C 1.59990 2.00483 2.34397 0.1 0.3 -0.2
C 1.33448 -0.68354 4.92555 0.2 -0.2 0.4
H 2.38390 -0.95607 5.06357 -0.2 0.0 0.0
H 0.79030 -1.58308 4.60165 0.1 0.3 -0.1
H 0.92129 -0.40624 5.90305 0.0 -0.1 -0.1
C -1.17199 1.26631 4.66457 -0.2 -0.2 0.6
H -1.15998 0.46315 5.40581 -0.1 0.1 -0.2
H -2.07031 1.15975 4.03834 0.3 0.1 0.1
H -1.26869 2.21044 5.22420 0.0 -0.1 -0.3
C -0.72900 3.12588 2.27280 -0.1 0.4 -0.1
H -1.17131 3.71614 3.08346 0.0 0.0 -0.1
H -1.55424 2.57042 1.80092 0.1 0.0 0.1
H -0.28468 3.80182 1.54053 -0.2 0.0 0.1
C 2.34026 2.82710 1.37349 0.1 0.3 -0.2
H 3.32156 3.13663 1.77118 -0.3 -0.1 -0.1
H 1.76265 3.71438 1.09335 0.3 -0.2 0.0
H 2.54090 2.23449 0.47055 0.0 0.1 0.2
C 3.57083 0.47708 2.98037 0.5 -0.2 -0.1
H 4.26635 1.32519 3.13427 -0.3 -0.3 0.0
H 3.78716 0.07159 1.97830 -0.1 0.1 0.3
H 3.80351 -0.30040 3.72331 -0.1 0.3 -0.3
C 1.07351 -2.11683 1.05050 1.0 -0.2 0.4
C 2.24125 -2.67958 1.45888 -0.3 -0.2 0.4
C 3.60160 -2.62420 0.78254 -0.5 -0.5 -1.4
C 3.64102 -1.85728 -0.59458 0.5 -0.9 0.6
C 3.38305 -0.37957 -0.55012 -0.6 -0.2 0.3
C 2.18883 0.12254 -0.89693 -0.1 0.5 0.5
C 0.80496 -0.50336 -0.81284 -0.3 -0.3 -0.8
C 0.66066 -1.99099 -0.37402 0.3 1.2 -0.7
H 3.97623 -3.66335 0.60717 0.0 0.8 0.3
H 2.97580 -2.35409 -1.33625 0.7 0.5 0.6
H 4.27420 -2.09249 1.49227 -0.3 -0.5 -0.3
H 1.19648 -2.69941 -1.02778 -0.4 0.4 0.4
H 0.36030 -1.62867 1.74386 0.4 -1.3 -0.2
H 2.28233 -3.32627 2.36347 0.0 1.5 0.2
H -0.41975 -2.22372 -0.40540 0.7 0.0 -0.1
H 0.22238 0.07378 -0.07349 0.5 0.0 0.0
H 2.13381 1.18459 -1.13202 0.0 0.1 0.4
H 0.20266 -0.31980 -1.72152 0.5 0.1 0.2
H 4.67253 -1.95600 -0.97705 -0.4 -0.2 0.1
H 4.21184 0.25646 -0.15056 -0.6 -0.3 -1.2
P -1.55992 -0.49759 -3.97874 0.4 -1.5 -0.5
P -1.42576 2.26591 -5.07242 0.8 0.8 -1.7
C -1.64558 -0.41724 -5.82442 -0.2 0.4 -1.2
C -1.91681 1.01212 -6.35265 -0.3 -0.3 0.4
H -2.41355 -1.11301 -6.20475 0.3 0.2 0.3
H -0.69163 -0.78993 -6.23552 -0.3 0.2 0.3
H -1.38759 1.22716 -7.30818 -0.4 -0.2 0.6
H -3.00279 1.16984 -6.49735 0.4 -0.1 -0.1
C -1.85769 3.67323 -6.20108 -0.1 0.2 0.4
H -1.47458 4.60879 -5.77087 -0.2 -0.1 -0.3
H -2.95446 3.71726 -6.23525 0.2 0.2 -0.1
H -1.46233 3.50703 -7.21822 -0.1 0.2 0.4
C 0.40853 2.26297 -5.49815 0.0 0.0 0.5
H 0.56974 2.20707 -6.59419 -0.1 0.1 0.6
H 0.94189 1.43670 -4.99999 -0.2 0.2 -0.2
H 0.85096 3.19359 -5.10175 -0.1 -0.3 -0.3
C -2.91006 -1.75809 -3.77020 0.3 0.1 0.1
H -2.91809 -2.12192 -2.73477 -0.1 -0.2 -0.2
H -2.72177 -2.58771 -4.45697 -0.2 0.0 0.2
H -3.87615 -1.28763 -3.98971 0.1 -0.2 0.0
C -0.06507 -1.58768 -3.95996 0.0 -0.2 0.4
H 0.68282 -1.12980 -4.62611 -0.2 -0.2 0.3
H -0.34960 -2.58141 -4.33529 0.3 0.2 0.0
H 0.35801 -1.67911 -2.95184 -0.1 -0.2 -0.5
O -2.78361 0.99560 1.07339 0.7 -1.5 0.4
C -2.35605 -0.19392 1.17040 -0.8 -0.3 -1.2
O -1.86888 -0.83245 0.14070 -1.0 0.8 1.7
C -2.53710 -0.92752 2.51147 -0.9 -0.8 0.4
C -3.67757 -0.65827 3.31872 0.7 0.6 0.3
C -3.67202 -0.98102 4.69429 0.3 -0.7 -0.2
C -2.64312 -1.80026 5.22050 0.2 0.0 -0.7
C -1.67691 -2.33254 4.34822 -0.9 0.3 -0.3
C -1.69316 -1.94495 3.00666 0.3 0.0 -0.2
H -4.55698 -0.19429 2.85004 0.6 0.3 0.4
H -4.47291 -0.62286 5.36119 0.3 -0.4 -0.5
H -2.59657 -2.13982 6.25278 -0.3 0.4 0.0
H -0.93521 -3.08908 4.64468 -0.6 0.3 0.1
H -1.07138 -2.55457 2.35779 0.1 0.7 -0.1
```
Positions in Å, forces in eV/Å.

Properties
max |F|	2.09	eV/Å
HOMO-LUMO gap (spin up / spin down)	4.882 / 4.784	eV
LUMO energy (spin up / spin down)	-5.21 / -5.30	eV
total charge	+1
highest occupied orbital energy (spin up / spin down)	-10.09 / -10.09	eV

Here are the Mulliken charges for atoms 1 to 5, given in e: 0.381, 0.448, 1.134, 0.766, 1.174

=====

Ordered ΔE to the lowest compared entry with this formula, charge and spin results: 39.6, 2.2, 0.0; unit kcal/mol.